Here is 14 unconnected molecules or ions with the total composition C5H37NO14 in a non-equilibrium geometry from OMol25. Energies are from ωB97M-V with the def2-TZVPD basis set.

Positions of all 57 atoms, in Å:
O  3.16  2.31  -2.56
O  3.68  -2.84  -1.46
O  0.80  1.39  -1.29
O  0.38  0.15  -3.97
O  3.76  -1.04  2.35
O  3.05  0.22  -0.46
O  1.11  -2.01  -2.50
O  4.04  1.54  1.67
O  -4.06  0.75  -1.66
O  -4.20  1.06  0.93
O  -5.88  -0.86  -0.30
O  0.27  2.00  2.89
O  -1.44  2.63  -2.37
O  -1.90  2.31  0.11
N  1.08  0.02  2.23
C  -1.69  -2.61  2.39
C  -0.24  -0.64  2.51
C  -0.47  -1.92  1.74
C  -0.74  -1.74  0.24
C  1.24  1.36  2.49
H  2.09  0.15  -0.57
H  3.58  -3.43  -0.71
H  -1.41  -3.27  3.21
H  -1.37  -0.87  0.00
H  -3.32  1.16  0.52
H  0.31  -2.13  -3.01
H  -2.25  2.19  -2.05
H  -2.40  -1.89  2.80
H  -5.88  -0.14  0.34
H  3.43  -0.66  -0.57
H  -0.06  1.82  -1.52
H  0.16  -1.53  -0.36
H  -4.47  1.98  0.98
H  -1.73  2.58  1.03
H  -1.42  3.35  -1.73
H  4.18  2.49  1.58
H  4.17  -1.63  2.99
H  -4.89  0.38  -1.27
H  -4.25  0.75  -2.61
H  2.14  1.95  2.32
H  1.55  1.81  -1.78
H  -0.27  -0.79  3.59
H  4.18  1.24  0.75
H  3.35  1.47  -2.97
H  4.02  -0.11  2.40
H  -5.13  -1.40  -0.02
H  -1.32  -2.62  -0.09
H  -1.64  1.39  0.18
H  2.82  -2.55  -1.78
H  -1.03  0.06  2.25
H  0.41  0.67  -3.15
H  3.56  2.51  -1.72
H  1.42  -1.12  -2.67
H  -2.22  -3.25  1.67
H  0.39  -2.59  1.90
H  -0.21  0.63  -4.56
H  1.59  -0.66  1.66

total charge	+1
calculated total energy	-35932.3456	eV
LUMO (spin up / spin down)	-3.350 / -8.390	eV
multiplicity	2
E_HOMO (spin up / spin down)	-13.53 / -13.53	eV
⟨S²⟩	0.775
Kohn-Sham gap (spin up / spin down)	10.18 / 5.14	eV

In elementary charge units, the Löwdin charges are: number 1, O, carries -0.02; number 2, O, carries -0.05; number 3, O, carries -0.11; number 4, O, carries -0.05; number 5, O, carries -0.04; number 6, O, carries -0.07; number 7, O, carries -0.05; number 8, O, carries -0.09; number 9, O, carries -0.09; number 10, O, carries -0.07; number 11, O, carries -0.04; number 12, O, carries 0.15; number 13, O, carries -0.06; number 14, O, carries -0.05; number 15, N, carries 0.27; number 16, C, carries -0.05; number 17, C, carries -0.10; number 18, C, carries -0.40; number 19, C, carries -0.04; number 20, C, carries -0.18; number 21, H, carries 0.01; number 22, H, carries 0.04; number 23, H, carries 0.09; number 24, H, carries 0.08; number 25, H, carries -0.01; number 26, H, carries 0.06; number 27, H, carries 0.03; number 28, H, carries 0.09; number 29, H, carries 0.03; number 30, H, carries 0.05; number 31, H, carries 0.01; number 32, H, carries 0.05; number 33, H, carries 0.07; number 34, H, carries 0.08; number 35, H, carries 0.06; number 36, H, carries 0.08; number 37, H, carries 0.06; number 38, H, carries 0.01; number 39, H, carries 0.06; number 40, H, carries 0.13; number 41, H, carries 0.02; number 42, H, carries 0.17; number 43, H, carries 0.05; number 44, H, carries 0.06; number 45, H, carries 0.00; number 46, H, carries 0.04; number 47, H, carries 0.10; number 48, H, carries 0.03; number 49, H, carries -0.02; number 50, H, carries 0.13; number 51, H, carries -0.01; number 52, H, carries 0.04; number 53, H, carries 0.01; number 54, H, carries 0.09; number 55, H, carries 0.15; number 56, H, carries 0.06; number 57, H, carries 0.14